78
Properties=species:S:1:pos:R:3 method="wB97M-V/def2-TZVPD" multiplicity=2 e_homo_ev="-13.372 / -13.348" homo_lumo_gap_ev="6.56 / 5.75" e_tot_ev=-109505.10154 lumo_energy_ev="-6.8 / -7.6" total_charge=+2 relative_energy_ev=0.000
Ir -0.376 -0.688 -0.233
Cl 4.677 -1.707 -1.921
Cl 3.579 0.303 -3.721
Cl 2.959 -2.515 -4.134
S -0.602 -2.891 -0.763
P -1.350 1.218 0.781
O 1.228 -0.249 1.302
O 3.295 -0.110 2.091
O -6.138 -6.296 1.382
O -6.808 -5.346 -0.490
N 1.235 -0.945 -1.398
N 4.326 1.428 0.429
C -2.131 -0.420 1.140
C -2.278 -4.459 0.731
C 3.456 3.642 0.214
C -3.776 -2.183 2.522
C -4.584 -4.864 0.147
C -1.307 0.127 -1.861
C -1.519 2.123 2.325
C 2.413 0.206 1.298
C -0.644 3.160 2.636
C -3.482 -5.118 0.953
C -2.142 1.278 -1.741
C -2.310 1.955 -0.506
C 2.330 2.716 0.669
C -1.175 -0.466 -3.101
C 2.142 -1.108 -2.069
C -2.781 2.594 4.319
C -2.178 -3.551 -0.313
C -2.593 1.839 3.174
C -1.665 -1.085 2.307
C -3.611 2.950 -2.731
C -2.476 -1.977 2.975
C 3.307 -1.275 -2.951
C -1.837 0.055 -4.236
C -2.641 1.153 -4.129
C -3.449 -0.679 0.687
C -0.838 3.910 3.785
C 4.713 2.874 0.603
C -1.904 3.626 4.625
C -3.087 3.082 -0.389
C -5.934 -5.522 0.306
C -3.273 -3.309 -1.145
C -3.751 3.581 -1.524
C -4.467 -3.958 -0.907
C 2.828 1.320 0.299
C -2.809 1.791 -2.878
C -4.265 -1.536 1.385
H 3.418 3.796 -0.866
H 2.208 2.782 1.753
H -3.821 -0.168 -0.192
H -1.417 -4.671 1.351
H -4.109 3.343 -3.609
H 4.976 3.019 1.649
H -3.286 1.041 2.939
H -3.177 -2.624 -1.978
H -3.188 3.581 0.566
H -4.429 -2.850 3.070
H 0.188 3.384 1.984
H 5.581 3.091 -0.013
H -5.329 -3.797 -1.540
H 4.490 0.837 1.284
H -2.115 -2.489 3.856
H -5.278 -1.715 1.054
H -3.515 -5.845 1.756
H -2.054 4.210 5.523
H -4.367 4.465 -1.439
H -1.715 -0.444 -5.187
H -5.359 -6.368 1.945
H -0.671 -0.860 2.681
H 3.420 4.618 0.692
H -3.615 2.377 4.972
H -3.158 1.545 -4.995
H 4.810 0.996 -0.355
H -0.156 4.712 4.027
H 1.378 2.936 0.189
H 2.583 1.084 -0.730
H -0.602 -1.373 -3.220